[1]
{"formula": "C2H4NP", "method": "ωB97M-V/def2-TZVPD", "species": ["N", "C", "C", "P", "H", "H", "H", "H"], "positions_angstrom": [[0.74006, 3.26488, 0.44075], [0.51421, 2.13903, 0.20581], [0.53977, 0.78188, -0.30284], [-0.47345, -0.93400, -0.18103], [0.34870, 0.83982, -1.36002], [1.63656, 0.51952, 0.00662], [-1.56962, -0.32786, -0.63652], [-0.85925, -1.22280, 1.23077]], "forces_ev_per_angstrom": [[-0.78, -2.53, -0.28], [-0.16, 2.56, 0.66], [1.72, -1.97, 1.37], [2.12, 0.30, 1.75], [0.74, 0.18, -0.66], [-1.82, -0.02, -1.29], [-2.01, 0.63, -0.29], [0.19, 0.83, -1.25]], "mulliken_charge": [-0.4098, 0.3257, -0.5856, 0.0049, 0.2598, 0.2804, 0.0500, 0.0745], "lumo_energy_ev": 0.57, "e_above_lowest_ev": 0.895}

---

[2]
{"formula": "C4H2F2", "method": "ωB97M-V/def2-TZVPD", "species": ["C", "C", "C", "C", "F", "F", "H", "H"], "positions_angstrom": [[1.64659, -0.06630, -0.02420], [0.49893, -0.39504, 0.42452], [-0.69703, -0.15671, 0.84444], [-1.55453, 0.17267, -0.09216], [-2.13529, -0.80115, -0.75833], [-2.27784, 1.25024, -0.11484], [2.18271, 0.83859, 0.17755], [2.33645, -0.84230, -0.45698]], "forces_ev_per_angstrom": [[3.64, -2.17, -1.12], [-0.34, 1.19, 1.50], [1.57, 0.01, -0.18], [-3.34, -1.20, 1.13], [-0.33, 0.53, -1.12], [0.07, 0.33, -0.63], [-0.31, 0.58, 0.33], [-0.97, 0.73, 0.09]], "mulliken_charge": [-0.7278, 0.3851, -0.4663, 0.6808, -0.1665, -0.1738, 0.2639, 0.2045], "lumo_energy_ev": -0.16, "e_above_lowest_ev": 1.994}

---

[3]
{"formula": "H10NaO6", "method": "ωB97M-V/def2-TZVPD", "species": ["Na", "O", "H", "O", "H", "O", "H", "H", "O", "H", "H", "O", "H", "H", "O", "H", "H"], "positions_angstrom": [[-6.58238, -2.94241, 2.41129], [-6.02823, -1.11559, 3.76572], [-6.87270, -1.13839, 4.22896], [-6.05306, -5.16272, 1.60070], [-5.54532, -5.69823, 0.99103], [-7.69214, -3.60096, 0.24618], [-7.03574, -4.26137, 0.64542], [-8.48728, -4.11647, 0.09456], [-3.47529, -4.11091, 2.29249], [-4.37905, -4.46968, 2.08657], [-2.90372, -4.50942, 1.63047], [-8.96828, -2.20615, 2.80022], [-8.87487, -1.89479, 3.70796], [-9.58862, -2.94159, 2.84584], [-7.65721, -5.25005, 3.58854], [-7.21373, -5.65709, 4.33724], [-7.02714, -5.39796, 2.82423]], "forces_ev_per_angstrom": [[0.06, 0.56, 0.42], [-0.23, -0.59, -0.38], [0.02, 0.22, 0.21], [0.32, 0.56, -0.18], [-0.11, -0.24, -0.02], [0.39, -0.21, 0.02], [-0.27, -0.07, -0.19], [-0.02, 0.03, 0.08], [-0.39, -0.27, -0.14], [0.35, 0.10, 0.14], [-0.04, 0.03, -0.01], [-0.24, 0.02, 0.01], [0.14, 0.00, -0.08], [0.17, -0.08, 0.05], [-0.09, -0.06, 0.06], [-0.01, 0.11, 0.04], [-0.04, -0.12, -0.04]], "mulliken_charge": [0.8192, -1.0515, 0.1023, -1.1292, 0.1392, -0.6805, 0.4378, 0.2779, -0.6584, 0.4471, 0.2732, -0.5927, 0.2966, 0.2970, -0.6749, 0.2821, 0.4148], "lumo_energy_ev": 2.54, "charge": -1, "e_above_lowest_ev": 0.000}

---

[4]
{"formula": "C2H8N2S2", "method": "ωB97M-V/def2-TZVPD", "species": ["H", "N", "C", "N", "H", "H", "H", "C", "S", "S", "H", "H", "H", "H"], "positions_angstrom": [[-0.14189, -1.93156, -1.09872], [0.69584, -1.83822, -1.66800], [1.41157, -0.80530, -1.50247], [1.61851, -0.10407, -0.31471], [2.21255, -0.64943, -2.22580], [0.82182, 0.28454, 0.15855], [2.50371, 0.33092, -0.13290], [-0.95761, 0.77297, 1.98503], [-1.38869, 1.65452, 0.42958], [-2.49227, 0.24700, -0.58720], [-0.40073, -0.15147, 1.79856], [-1.90287, 0.46371, 2.41289], [-0.21748, 1.41203, 2.45486], [-1.76247, 0.31435, -1.70967]], "forces_ev_per_angstrom": [[0.48, -0.09, 0.78], [-1.29, 0.89, -1.65], [1.71, -1.39, 1.38], [-0.74, 0.22, -0.30], [0.01, 0.06, -0.06], [-0.01, 0.00, 0.13], [-0.07, 0.33, -0.41], [0.32, -0.85, -1.61], [0.22, 0.14, 0.42], [-0.10, 0.01, -0.11], [-0.14, 0.02, -0.32], [0.22, 0.55, 0.95], [-0.68, 0.34, 0.78], [0.08, -0.23, 0.01]], "mulliken_charge": [0.2453, -0.5392, -0.0154, -0.3619, 0.3013, 0.1671, 0.2015, -0.9099, -0.0886, -0.2053, 0.3475, 0.3536, 0.3362, 0.1678], "lumo_energy_ev": 0.43, "e_above_lowest_ev": 1.008}

---

[5]
{"formula": "C5H14N3O", "method": "ωB97M-V/def2-TZVPD", "species": ["C", "C", "C", "C", "C", "N", "N", "N", "O", "H", "H", "H", "H", "H", "H", "H", "H", "H", "H", "H", "H", "H", "H"], "positions_angstrom": [[0.81930, -1.32841, 1.45079], [0.40065, -1.46726, -1.02788], [0.59218, 1.59476, 1.11822], [0.35537, 1.15467, -1.22562], [0.52958, -0.64077, 0.16808], [-3.47811, -0.09287, 0.21706], [-2.56118, -0.08017, -0.68230], [0.66746, 0.61559, 0.04598], [-4.71035, 0.04249, 0.19019], [1.80281, -1.67303, 1.26512], [0.19787, -2.22442, 1.54310], [0.92548, -0.83928, 2.43917], [1.29871, -1.64156, -1.69689], [-0.49160, -1.08898, -1.57729], [0.02859, -2.43240, -0.84882], [0.83604, 1.30649, 2.12596], [1.43943, 2.39334, 0.94554], [-0.29037, 2.22796, 1.08020], [0.87633, 0.74114, -1.97052], [-0.75899, 0.93288, -1.42045], [0.50302, 2.29896, -1.14674], [-2.88132, 0.11590, -1.67082], [-3.03716, -0.27204, 1.09160]], "forces_ev_per_angstrom": [[-0.82, -0.36, 0.85], [-0.87, -0.08, -2.16], [2.87, 2.94, 0.10], [-3.64, 4.49, 1.07], [1.69, -1.11, 1.73], [-0.84, 0.26, -2.37], [-0.75, 0.26, -0.29], [-1.38, 0.70, 0.90], [1.81, -0.07, -0.35], [1.29, -0.84, -0.22], [0.10, 0.18, 0.06], [-0.62, 0.31, -0.92], [-0.88, 0.87, 0.84], [1.02, 0.12, -0.21], [-0.04, -1.51, 1.04], [-0.40, -0.90, 0.09], [-1.39, -1.56, -0.06], [-0.45, -0.58, -0.16], [2.27, -1.32, -2.75], [1.70, 0.70, 0.28], [-0.19, -1.98, -0.57], [-0.61, -0.27, 1.56], [0.14, -0.24, 1.56]], "mulliken_charge": [-1.4077, -1.4879, -1.0348, -0.9441, 1.2264, 0.1988, -0.1912, 0.2366, -0.5022, 0.4087, 0.3620, 0.3793, 0.3600, 0.3705, 0.4117, 0.3394, 0.3654, 0.4002, 0.4346, 0.2507, 0.3547, 0.2438, 0.2251], "lumo_energy_ev": -3.90, "charge": 1, "e_above_lowest_ev": 5.069}

---

[6]
{"formula": "C5H10N2S", "method": "ωB97M-V/def2-TZVPD", "species": ["C", "C", "C", "C", "C", "N", "N", "S", "H", "H", "H", "H", "H", "H", "H", "H", "H", "H"], "positions_angstrom": [[0.56784, -1.21884, -1.17554], [1.24599, -1.07775, 1.84905], [-0.09867, -0.66412, 1.07659], [-1.47734, 0.68850, -1.26989], [0.18576, -0.11339, -0.34748], [0.83091, -2.07293, -1.92042], [-1.63429, 2.01087, -0.86217], [1.40300, 1.27253, -0.48638], [1.04393, -1.29499, 3.01541], [2.01332, -0.21658, 1.92337], [1.62783, -2.12627, 1.40255], [-0.65384, -1.53248, 1.07637], [-0.74520, -0.05951, 1.72734], [-2.29396, 0.06522, -0.81669], [-1.23040, 0.46894, -2.31664], [-1.45257, 2.18269, 0.10485], [-1.13733, 2.76235, -1.32469], [1.80501, 0.92576, -1.65563]], "forces_ev_per_angstrom": [[0.39, -0.87, -1.44], [0.02, -0.86, 1.62], [2.40, 1.73, 1.33], [1.35, -1.68, 2.23], [-1.99, 0.89, -0.57], [-0.31, 0.90, 0.94], [0.12, 0.72, -0.69], [-0.89, -0.25, 1.89], [0.04, 0.32, -2.67], [-1.02, -1.68, -0.71], [-0.41, 2.76, 0.89], [-1.22, -2.10, -0.90], [0.53, 0.76, -0.35], [0.98, 0.28, -0.69], [-0.32, 0.37, 0.44], [-0.37, -0.32, 0.77], [0.16, -0.59, -0.55], [0.54, -0.38, -1.53]], "mulliken_charge": [-0.0391, -0.9683, -0.8483, -0.4519, 0.4944, -0.5041, -0.5009, -0.1928, 0.3034, 0.2930, 0.2588, 0.4044, 0.3879, 0.3037, 0.3699, 0.2510, 0.2705, 0.1684], "lumo_energy_ev": 0.58, "e_above_lowest_ev": 2.944}

---

The calculation returns the following HOMO energy values, one per record and in order: -0.38035, -0.33892, -0.12698, -0.32485, -0.51308, -0.31631 hartree.
The calculation returns the following total energy values, one per record and in order: -474.6408, -353.1875, -619.8212, -986.8456, -438.0276, -704.1156 Ha.